Record 1
This record from the OMol25 dataset describes the molecule C3H7N3. The level of theory is wB97M-V/def2-TZVPD.

Output
E_HOMO in hartree: -0.3006
SMILES: [H]/N=N\C(C)=C\N
Frontier orbital gap in eV: 8.933
E_LUMO in eV: 0.754

The geometry in ORCA input format:
```
! RIJCOSX wB97M-V def2-TZVPD def2/J DEFGRID3
* xyz 0 1
H -0.78 2.25 -0.55
N -0.15 2.55 0.21
N 0.50 1.64 0.77
C 0.29 0.35 0.32
C 1.53 -0.33 -0.19
C -0.91 -0.24 0.40
N -1.30 -1.50 0.01
H 2.21 -0.55 0.65
H 2.06 0.31 -0.90
H 1.32 -1.28 -0.70
H -1.73 0.31 0.86
H -2.31 -1.59 -0.15
H -0.74 -1.92 -0.73
*
```

***

Record 2
This record from the OMol25 dataset describes the molecule C4H7N3OS. The level of theory is wB97M-V/def2-TZVPD.

Output
E_HOMO in hartree: -0.2928
Frontier orbital gap in eV: 8.283
E_LUMO in eV: 0.316

The geometry in ORCA input format:
```
! RIJCOSX wB97M-V def2-TZVPD def2/J DEFGRID3
* xyz 0 1
C 1.78 -0.33 0.76
C 1.63 -0.50 -0.69
C -0.10 -0.65 2.31
C -1.57 0.41 -1.08
N 0.83 -0.43 1.61
N 0.73 0.23 -1.37
N -0.28 1.00 -0.73
O 2.43 -1.18 -1.34
S -1.26 0.21 3.12
H 2.90 -0.51 0.98
H -0.12 2.03 -1.00
H -2.52 0.81 -0.62
H -1.62 0.54 -2.20
H -1.34 -0.66 -0.81
H 0.62 -0.10 -2.37
H -2.11 -0.87 3.43
*
```

***

Record 3
This record from the OMol25 dataset describes the molecule C6H10N2O. The level of theory is wB97M-V/def2-TZVPD.

Output
E_HOMO (spin up / spin down) in hartree: -0.2843 / -0.2843
Frontier orbital gap (spin up / spin down) in eV: 7.487 / 7.489
E_LUMO (spin up / spin down) in eV: -0.249 / -0.248

The geometry in ORCA input format:
```
! RIJCOSX wB97M-V def2-TZVPD def2/J DEFGRID3
* xyz 0 1
C 2.54 0.04 0.39
C -2.58 0.17 -0.44
N 1.23 0.62 0.65
C 0.42 1.42 -0.38
C -0.06 -0.17 -0.36
C -1.38 -0.22 0.37
C 0.27 -1.17 -1.20
N -1.51 -0.58 1.58
O -0.11 2.45 -0.07
H 1.10 0.93 1.62
H -0.63 -0.88 2.00
H 2.86 0.29 -0.62
H 3.25 0.44 1.11
H 2.50 -1.04 0.50
H -3.49 0.04 0.14
H -2.63 -0.43 -1.35
H -2.48 1.22 -0.75
H -0.47 -1.92 -1.44
H 1.19 -1.19 -1.76
*
```

***

Record 4
This record from the OMol25 dataset describes a structure of composition C2H2N2O4. The level of theory is wB97M-V/def2-TZVPD.

Output
E_HOMO in hartree: -0.3694
Frontier orbital gap in eV: 9.750
E_LUMO in eV: -0.302

The geometry in ORCA input format:
```
! RIJCOSX wB97M-V def2-TZVPD def2/J DEFGRID3
* xyz 0 1
C 1.22 -0.31 -0.14
C -0.74 0.62 0.02
H 2.65 1.01 0.36
H -2.47 -0.26 0.23
N 0.60 -1.36 -0.07
N -0.64 -0.70 0.32
O 2.48 -0.03 -0.12
O -1.98 -1.23 -0.30
O -1.66 1.39 -0.09
O 0.55 0.89 -0.21
*
```

***

Record 5
This record from the OMol25 dataset describes a cluster of 2 separate species, C36H39ClN2O5SSi in total. The level of theory is wB97M-V/def2-TZVPD.

Output
E_HOMO in hartree: -0.2114
Frontier orbital gap in eV: 4.028
E_LUMO in eV: -1.726

The geometry in ORCA input format:
```
! RIJCOSX wB97M-V def2-TZVPD def2/J DEFGRID3
* xyz 0 1
O 0.45 10.65 -2.11
N -0.04 9.79 -2.88
O -0.34 10.06 -4.07
C -0.24 8.46 -2.40
C -0.77 7.49 -3.26
C -0.99 6.20 -2.79
C -0.66 5.88 -1.46
S -0.88 4.17 -0.87
C -2.36 4.08 0.03
Cl -3.42 2.82 -0.13
O -1.02 3.42 -2.11
O 0.28 3.90 -0.03
C -0.10 6.85 -0.61
C 0.11 8.14 -1.07
H -1.02 7.76 -4.28
H -1.42 5.47 -3.46
H -2.71 5.01 0.47
H 0.16 6.61 0.42
H 0.52 8.92 -0.44
C 5.30 -2.14 1.98
Si 4.50 -2.55 0.35
C 5.55 -2.03 -1.10
C 4.06 -4.35 0.26
O 3.14 -1.59 0.27
C 1.76 -1.81 0.40
C 1.20 -2.42 -0.92
C 1.95 -2.29 -2.09
C 1.55 -2.95 -3.26
C 0.37 -3.70 -3.28
C -0.41 -3.78 -2.12
C -0.02 -3.10 -0.95
C 1.51 -2.56 1.71
C 1.09 -3.89 1.73
C 0.88 -4.54 2.95
C 1.22 -3.89 4.14
C 1.76 -2.60 4.12
C 1.93 -1.93 2.90
C 1.15 -0.35 0.47
C 1.42 0.50 -0.79
C 0.15 0.42 -1.65
C -0.98 0.09 -0.68
N -0.32 -0.40 0.53
C -0.99 -0.81 1.60
C -2.38 -0.98 1.69
C -3.39 -0.14 1.29
C -4.77 -0.61 1.22
C -5.88 0.27 1.27
C -7.18 -0.22 1.39
C -7.42 -1.60 1.44
C -6.34 -2.49 1.34
C -5.04 -2.01 1.20
H 6.17 -2.80 2.12
H 5.64 -1.10 1.98
H 4.60 -2.29 2.82
H 6.50 -2.59 -1.08
H 5.06 -2.26 -2.06
H 5.77 -0.96 -1.07
H 4.99 -4.90 0.03
H 3.68 -4.72 1.23
H 3.32 -4.57 -0.52
H 2.87 -1.70 -2.10
H 2.17 -2.85 -4.16
H 0.07 -4.23 -4.19
H -1.32 -4.37 -2.10
H -0.63 -3.19 -0.05
H 0.95 -4.43 0.80
H 0.48 -5.56 2.96
H 1.10 -4.41 5.10
H 2.09 -2.10 5.04
H 2.36 -0.92 2.87
H 1.54 0.16 1.37
H 1.52 1.53 -0.42
H 2.35 0.22 -1.29
H -0.06 1.35 -2.17
H 0.22 -0.39 -2.38
H -1.55 1.00 -0.45
H -1.70 -0.63 -1.07
H -0.38 -1.11 2.46
H -2.63 -1.88 2.27
H -3.15 0.90 1.09
H -5.71 1.34 1.20
H -8.03 0.46 1.42
H -8.44 -1.99 1.56
H -6.52 -3.57 1.37
H -4.21 -2.70 1.09
*
```

***

Record 6
This record from the OMol25 dataset describes the molecule C2H6N4. The level of theory is wB97M-V/def2-TZVPD.

Output
E_HOMO (spin up / spin down) in hartree: -0.2996 / -0.2998
Frontier orbital gap (spin up / spin down) in eV: 8.772 / 8.779
E_LUMO (spin up / spin down) in eV: 0.620 / 0.622

The geometry in ORCA input format:
```
! RIJCOSX wB97M-V def2-TZVPD def2/J DEFGRID3
* xyz 0 1
C 1.36 0.53 0.17
C 0.68 -0.72 -0.49
N 0.62 1.48 0.47
N -0.58 -0.32 -0.96
N -1.17 0.59 -0.18
N -1.73 -0.01 0.91
H 2.45 0.63 0.16
H 1.27 -1.03 -1.33
H 0.51 -1.47 0.20
H -0.42 0.25 -1.86
H -0.96 -0.59 1.41
H -2.03 0.67 1.50
*
```

***

Record 7
This record from the OMol25 dataset describes a structure of composition AlF6P. The level of theory is wB97M-V/def2-TZVPD.

Output
E_HOMO in hartree: -0.8389
Frontier orbital gap in eV: 4.074
E_LUMO in eV: -18.754

The geometry in ORCA input format:
```
! RIJCOSX wB97M-V def2-TZVPD def2/J DEFGRID3
* xyz 2 1
Al -17.48 21.82 30.28
P -17.26 19.24 32.98
F -17.86 20.72 33.12
F -16.13 20.24 32.41
F -16.68 19.47 34.46
F -16.37 17.93 32.81
F -18.73 18.56 33.38
F -17.83 19.19 31.42
*
```

***

Record 8
This record from the OMol25 dataset describes a structure of composition C31H25Cl5N2O4PRuS. The level of theory is wB97M-V/def2-TZVPD.

Output
E_HOMO (spin up / spin down) in hartree: -0.2271 / -0.2339
Frontier orbital gap (spin up / spin down) in eV: 5.068 / 5.085
E_LUMO (spin up / spin down) in eV: -1.112 / -1.279

The geometry in ORCA input format:
```
! RIJCOSX wB97M-V def2-TZVPD def2/J DEFGRID3
* xyz 0 2
Ru 0.16 -2.08 0.40
C 1.37 -3.90 -0.09
C 0.06 -4.30 0.24
C -0.15 -3.95 1.59
C 1.03 -3.35 2.09
C 1.98 -3.36 1.06
H 1.86 -4.03 -1.05
H -0.65 -4.78 -0.41
H -1.05 -4.14 2.15
H 1.19 -2.98 3.09
H 2.98 -2.98 1.11
O 3.39 0.84 0.81
S 2.81 -0.51 0.13
O 4.00 -1.23 -0.25
O 2.23 0.14 -1.18
C 2.53 1.96 0.95
C 3.01 2.93 1.82
C 2.25 4.07 2.03
C 1.04 4.22 1.37
C 0.60 3.22 0.51
C 1.34 2.07 0.25
P 0.59 0.72 -0.97
C 0.44 1.93 -2.34
C 1.50 2.06 -3.25
C 1.41 2.96 -4.31
C 0.27 3.73 -4.48
C -0.79 3.60 -3.58
C -0.70 2.71 -2.52
C 0.01 -0.77 -2.13
C 0.75 -1.89 -2.54
C 0.27 -2.75 -3.54
C -0.92 -2.46 -4.18
C -1.67 -1.34 -3.78
C -1.24 -0.56 -2.74
H 3.96 2.77 2.32
H 2.61 4.84 2.70
H 0.44 5.11 1.52
H -0.36 3.35 0.01
H 2.39 1.46 -3.13
H 2.23 3.05 -5.00
H 0.20 4.43 -5.30
H -1.68 4.20 -3.71
H -1.53 2.61 -1.84
H 1.76 -2.03 -2.20
H 0.86 -3.61 -3.85
H -1.27 -3.09 -4.99
H -2.61 -1.12 -4.28
H -1.85 0.28 -2.42
C 1.46 1.11 4.57
N 0.25 1.52 3.90
C -0.17 0.89 2.76
N -1.39 1.29 2.27
O 0.51 0.06 2.19
H 1.95 1.97 5.02
H 2.13 0.67 3.83
H 1.27 0.36 5.35
H -0.41 2.10 4.39
H -2.06 1.73 2.88
H -1.76 0.70 1.54
Cl -2.51 -3.17 -1.39
C -2.86 -2.36 0.10
C -1.83 -2.08 1.00
C -2.28 -1.73 2.28
Cl -1.23 -1.81 3.66
C -3.62 -1.41 2.56
Cl -4.09 -0.85 4.12
C -4.58 -1.53 1.57
Cl -6.21 -1.10 1.87
C -4.21 -2.06 0.34
Cl -5.41 -2.34 -0.86
*
```

***

Short version: maximum force = 2.76 2.76 3.36 6.63 4.20 5.29 3.57 1.52 eV/A, in the order given.
Short version: energy above the lowest of the compared OMol25 structures with the same formula, charge and spin = 2.025 4.106 4.848 3.979 0.000 5.052 3.022 6.222 eV, in the order given.